one) This record from OMol25 describes a molecular structure, C5H11N3. The level of theory is wB97M-V/def2-TZVPD.

gap between HOMO and LUMO = 0.2809 Ha
lowest unoccupied orbital energy = 0.62 eV
highest occupied orbital energy = -7.0 eV
molar mass = 113.16 g/mol

Cartesian coordinates (Å):
1 N -1.5884 0.2222 -0.4537
2 N -0.4341 -1.8082 0.1942
3 N 1.3289 -0.1439 -0.4938
4 C 0.4263 1.2921 1.2191
5 C 0.5832 2.0983 -1.1942
6 C 0.6935 0.9637 -0.2208
7 C -0.5467 -2.9622 0.6880
8 C -1.6669 -0.9792 -0.2366
9 H -1.5308 -3.4388 0.7566
10 H 1.5586 -0.2325 -1.4800
11 H -2.5337 -1.6716 -0.2743
12 H -0.4811 1.8822 1.3236
13 H 0.5882 -1.1537 -0.0148
14 H 1.3425 2.8532 -0.9619
15 H 0.3189 -3.5077 1.0575
16 H 1.2745 1.8765 1.5966
17 H 0.3428 0.3915 1.8247
18 H 0.7246 1.7615 -2.2214
19 H -0.4002 2.5567 -1.1090

Atom charges from the natural (NBO) analysis, given in e for atoms 1 to 8: number 1, N, carries -0.603; number 2, N, carries -0.472; number 3, N, carries -0.796; number 4, C, carries -0.681; number 5, C, carries -0.689; number 6, C, carries 0.509; number 7, C, carries 0.012; number 8, C, carries 0.090

two) This record from OMol25 describes C5H11N3 in the gas phase. The level of theory is wB97M-V/def2-TZVPD.

gap between HOMO and LUMO (alpha / beta) = 0.2384 / 0.2384 Ha
lowest unoccupied orbital energy (alpha / beta) = 0.72 / 0.72 eV
highest occupied orbital energy (alpha / beta) = -5.8 / -5.8 eV
molar mass = 113.16 g/mol

Cartesian coordinates (Å):
1 N 0.9208 1.9758 -0.0404
2 N 0.3525 -1.6746 -0.3386
3 N 2.1625 -0.4730 0.6144
4 C -1.0576 0.7029 0.6249
5 C 0.1581 0.7629 -0.2889
6 C 0.9378 -0.5123 -0.0771
7 C -0.9377 -1.8647 -0.6926
8 C -2.2758 1.1009 0.2620
9 H -3.0842 1.1896 0.9683
10 H -0.2025 0.7999 -1.3276
11 H -2.5335 1.2500 -0.7775
12 H 1.6939 2.0643 -0.6829
13 H -1.3309 -2.8597 -0.5940
14 H 1.2875 1.9655 0.9025
15 H -1.5240 -1.1380 -1.2162
16 H 2.5082 -1.3881 0.8824
17 H 2.8863 0.0539 0.1359
18 H -0.8190 0.5451 1.6714
19 H 0.8577 -2.5005 -0.0260

Atom charges from the natural (NBO) analysis, given in e for atoms 1 to 8: number 1, N, carries -0.811; number 2, N, carries -0.412; number 3, N, carries -0.829; number 4, C, carries -0.162; number 5, C, carries -0.134; number 6, C, carries 0.223; number 7, C, carries -0.518; number 8, C, carries -0.365

three) This record from OMol25 describes 2 unconnected molecules or ions with the total composition C5H11N3. The level of theory is wB97M-V/def2-TZVPD.

gap between HOMO and LUMO (alpha / beta) = 0.3034 / 0.3119 Ha
lowest unoccupied orbital energy (alpha / beta) = 0.47 / 0.52 eV
highest occupied orbital energy (alpha / beta) = -7.8 / -8.0 eV
molar mass = 113.16 g/mol

Cartesian coordinates (Å):
1 N -0.8960 -1.0011 -0.1274
2 N -0.0969 -0.0485 0.4005
3 N -3.8159 0.6684 -0.1403
4 C 2.0140 -0.7586 -0.6226
5 C -0.5843 -1.1169 1.2859
6 C 1.1975 0.3023 0.1087
7 C -3.0178 -0.3181 -0.0700
8 C 1.3145 1.6640 -0.5967
9 H -0.1331 -2.0522 1.5578
10 H 3.1025 -0.5835 -0.5298
11 H 1.5676 0.5362 1.1379
12 H -1.4363 -0.8893 1.9785
13 H -3.4780 -1.2883 -0.0432
14 H -3.3134 1.5446 -0.0830
15 H 2.0030 2.2780 -0.1572
16 H 1.8556 -1.7538 -0.1364
17 H 1.6269 -0.9001 -1.6455
18 H 1.6570 1.4718 -1.5402
19 H 0.4333 2.2452 -0.7770

Atom charges from the natural (NBO) analysis, given in e for atoms 1 to 8: number 1, N, carries -0.191; number 2, N, carries -0.257; number 3, N, carries -0.644; number 4, C, carries -0.634; number 5, C, carries -0.153; number 6, C, carries -0.058; number 7, C, carries 0.198; number 8, C, carries -0.604

Tell me which of them is the most stable. Sure, it is one).